[1]
A molecular structure, C4H6NO at a distorted geometry. Source: the OMol25 dataset; level of theory: the ωB97M-V functional and the def2-TZVPD basis.

Computed properties:
- 2S+1: 1
- Highest occupied orbital energy: -14.611 eV
- Net charge: +1
- DFT total energy: -7770.358 eV
- Orbital gap: 0.3400 Eh
- LUMO level: -5.36 eV

Each line ends with the Mulliken charge.
Atoms and positions in Å:
C -0.47 0.81 -0.19  0.0004
C 0.30 -0.40 -0.17  0.6176
C -1.65 -0.22 -0.09  -0.4600
C 1.63 -0.74 -0.60  -1.0201
N -1.56 0.73 0.94  0.0921
O -0.62 -1.20 0.31  -0.2291
H -0.30 1.71 -0.69  0.4352
H 1.70 -1.57 -1.39  0.3390
H 2.13 -1.30 0.10  0.3692
H 2.17 0.23 -0.90  0.3052
H -1.24 0.45 1.83  0.2859
H -2.09 1.50 0.85  0.2646

---

[2]
A gas-phase ion, C4H6NO (charge +1) at a distorted geometry. Source: the OMol25 dataset; level of theory: the ωB97M-V functional and the def2-TZVPD basis.

Computed properties:
- 2S+1: 1
- Highest occupied orbital energy: -15.840 eV
- Net charge: +1
- DFT total energy: -7770.897 eV
- Orbital gap: 0.3835 Eh
- SMILES string: C[N+]1=C[C@@]12CO2
- LUMO level: -5.40 eV

Each line ends with the Mulliken charge.
Atoms and positions in Å:
C -0.31 -1.37 0.46  -0.1727
C -2.34 0.49 0.26  -0.2989
C -1.18 -0.27 -0.04  0.5428
C 1.60 0.11 -0.59  -0.6193
N 0.34 -0.38 -0.06  0.0385
O -2.07 -0.11 -1.02  -0.3586
H 0.02 -2.38 0.80  0.3798
H -2.91 -0.03 0.89  0.2743
H -2.36 1.51 0.19  0.2750
H 1.49 1.26 -0.65  0.2872
H 1.89 -0.33 -1.55  0.3272
H 2.32 -0.25 0.14  0.3247

---

[3]
A gas-phase ion, C4H6NO2 (charge -1) at a distorted geometry. Source: the OMol25 dataset; level of theory: the ωB97M-V functional and the def2-TZVPD basis.

Computed properties:
- 2S+1: 1
- Highest occupied orbital energy: -1.915 eV
- Net charge: -1
- DFT total energy: -9825.147 eV
- Orbital gap: 0.2169 Eh
- LUMO level: 3.99 eV

Each line ends with the Mulliken charge.
Atoms and positions in Å:
C 0.12 0.81 0.54  -0.1491
C -0.51 0.82 1.68  -0.9589
C 1.21 -0.20 -1.12  -0.3955
C -0.22 0.30 -0.79  0.1064
N 2.02 0.76 -0.21  -0.1298
O 2.46 1.73 -0.91  -0.5851
O -1.21 -0.79 -0.92  -0.6030
H -0.21 1.47 2.44  0.2899
H -1.47 0.47 1.73  0.3310
H 1.18 -1.17 -0.55  0.1118
H 1.82 -0.25 -2.03  0.4543
H -0.68 1.12 -1.29  0.2515
H -1.41 -1.26 -0.14  0.2765

---

[4]
A gas-phase ion, C4H6NO2 (charge +1) at a distorted geometry. Source: the OMol25 dataset; level of theory: the ωB97M-V functional and the def2-TZVPD basis.

Computed properties:
- 2S+1: 1
- Highest occupied orbital energy (spin up / spin down): -15.041 / -15.166 eV
- Net charge: +1
- DFT total energy: -9818.534 eV
- Orbital gap (spin up / spin down): 0.2510 / 0.2699 Eh
- LUMO level (spin up / spin down): -8.21 / -7.82 eV

Each line ends with the Mulliken charge.
Atoms and positions in Å:
C -0.27 -0.38 -1.78  -0.5205
C 0.36 0.45 -0.88  0.1072
C -1.33 -1.10 -1.16  0.2158
C 0.36 0.75 1.62  -0.1241
N -0.03 0.65 0.33  -0.1173
O -1.57 -0.99 0.02  -0.3654
O 1.49 0.11 2.06  -0.4512
H -0.02 -0.44 -2.82  0.4190
H 1.24 1.00 -1.24  0.4189
H -1.96 -1.70 -1.83  0.3802
H 0.49 1.83 1.88  0.3728
H -0.52 0.48 2.26  0.3229
H 1.76 -0.66 1.53  0.3419

---

[5]
A gas-phase ion, C4H6NO2 (charge +1) at a distorted geometry. Source: the OMol25 dataset; level of theory: the ωB97M-V functional and the def2-TZVPD basis.

Computed properties:
- 2S+1: 1
- Highest occupied orbital energy (spin up / spin down): -15.742 / -15.742 eV
- Net charge: +1
- DFT total energy: -9817.714 eV
- Orbital gap (spin up / spin down): 0.3086 / 0.3087 Eh
- SMILES string: CC(=O)C(C)=[N+]=O
- LUMO level (spin up / spin down): -7.34 / -7.34 eV

Each line ends with the Mulliken charge.
Atoms and positions in Å:
C -0.44 0.90 -0.31  0.5391
C 0.60 -0.24 -0.21  0.2409
C -0.90 1.50 1.06  -1.0719
C -0.07 -1.87 -0.87  -0.7673
N 1.75 -0.10 0.10  0.5828
O -0.63 1.20 -1.44  -0.3433
O 2.90 0.05 0.35  -0.3234
H -1.03 0.76 1.82  0.3671
H -1.78 2.04 0.98  0.3622
H -0.07 2.14 1.34  0.3554
H -1.10 -1.79 -0.39  0.3338
H 0.17 -1.92 -1.91  0.3560
H 0.59 -2.66 -0.52  0.3686

---

[6]
A single C4H6NO2P molecule at a distorted geometry. Source: the OMol25 dataset; level of theory: the ωB97M-V functional and the def2-TZVPD basis.

Computed properties:
- 2S+1: 3
- Highest occupied orbital energy (spin up / spin down): -5.338 / -10.238 eV
- DFT total energy: -19115.531 eV
- Orbital gap (spin up / spin down): 0.2207 / 0.2908 Eh
- LUMO level (spin up / spin down): 0.67 / -2.32 eV

Each line ends with the Mulliken charge.
Atoms and positions in Å:
C 1.34 0.47 -0.41  -0.2329
C 0.77 -0.81 -0.88  -0.3691
C 0.58 1.60 -0.41  -0.0148
C -0.55 -0.98 -1.08  -0.5806
N -1.83 -0.08 1.38  -0.4068
O -3.07 0.23 -0.90  -0.6103
O -0.68 1.77 -0.39  -0.5128
P -1.79 0.06 -0.23  0.7287
H 2.43 0.47 -0.39  0.3351
H 1.47 -1.47 -1.47  0.2497
H 1.20 2.42 -0.23  0.3821
H -1.01 -1.66 -1.62  0.5398
H -1.04 -0.47 2.01  0.2676
H -2.62 0.00 1.93  0.2241

---

What is the DFT total energy in the first record?
-7770.358 eV

---

Please write out number 1 again, unchanged.
A molecular structure, C4H6NO at a distorted geometry. Source: the OMol25 dataset; level of theory: the ωB97M-V functional and the def2-TZVPD basis.

Computed properties:
- 2S+1: 1
- Highest occupied orbital energy: -14.611 eV
- Net charge: +1
- DFT total energy: -7770.358 eV
- Orbital gap: 0.3400 Eh
- LUMO level: -5.36 eV

Each line ends with the Mulliken charge.
Atoms and positions in Å:
C -0.47 0.81 -0.19  0.0004
C 0.30 -0.40 -0.17  0.6176
C -1.65 -0.22 -0.09  -0.4600
C 1.63 -0.74 -0.60  -1.0201
N -1.56 0.73 0.94  0.0921
O -0.62 -1.20 0.31  -0.2291
H -0.30 1.71 -0.69  0.4352
H 1.70 -1.57 -1.39  0.3390
H 2.13 -1.30 0.10  0.3692
H 2.17 0.23 -0.90  0.3052
H -1.24 0.45 1.83  0.2859
H -2.09 1.50 0.85  0.2646

---

Which value of 2S+1 does entry 3 give?
1